Entry 1:
12
Properties=species:S:1:pos:R:3:forces:R:3 method="wB97M-V/def2-TZVPD" orbital_gap_ev="6.031 / 5.793" fmax_ev_per_a=3.96 spin_multiplicity=6 charge=+1 s_squared=8.7582 e_above_lowest_kcal_mol=84.8 energy_ev=-40643.1908 lumo_energy_ha="-0.24064 / -0.24109"
H -1.3849 1.7249 -0.7223 -0.93 -2.76 0.29
O 0.2374 0.9667 1.2088 -0.12 0.13 -0.94
C 0.1166 0.9631 -0.1527 1.85 0.41 1.63
C 0.2337 -0.3676 1.7303 -0.07 -0.28 0.21
O -1.3625 0.6974 -0.4958 -1.31 3.72 -0.31
O 0.6307 -0.3948 -0.5347 0.59 -0.40 -0.33
C 1.0049 -1.1129 0.6606 0.51 -0.53 0.84
H -0.7953 -0.7413 1.8364 0.20 0.10 0.03
H 0.7284 -0.3603 2.7061 -0.14 0.03 -0.28
H 0.7266 -2.1669 0.5618 0.09 0.20 0.03
H 2.0903 -1.0243 0.7949 -0.31 0.01 -0.14
Mn -0.9454 -0.7799 -1.6027 -0.35 -0.63 -1.03


Entry 2:
83
Properties=species:S:1:pos:R:3:forces:R:3 method="wB97M-V/def2-TZVPD" orbital_gap_ev="7.534 / 4.225" fmax_ev_per_a=3.23 spin_multiplicity=6 charge=+4 s_squared=8.7913 e_above_lowest_kcal_mol=0.0 energy_ev=-88219.1896 lumo_energy_ha="-0.37302 / -0.49461"
Fe 2.6653 -1.6075 0.5985 0.41 0.78 0.70
N 2.4880 -0.9328 2.7307 -0.44 0.77 -0.61
C 1.1297 -1.3775 3.1312 -0.46 0.58 0.76
C 0.6760 -2.6951 2.4633 0.08 0.24 0.29
N 1.4648 -3.1072 1.2759 -0.06 0.09 0.66
C 2.4080 -4.2430 1.4987 -0.30 -0.24 -0.57
C 3.6907 -3.7561 2.1540 0.81 -0.34 0.11
N 4.2936 -2.7009 1.2462 0.60 0.11 -0.39
H 3.1976 -1.3803 3.2878 0.21 -0.02 0.32
H 2.6245 0.0902 2.8493 -0.32 -1.16 0.35
H 0.4187 -0.6017 2.8052 0.31 -0.02 0.28
H 1.0474 -1.4782 4.2481 -0.03 0.19 -1.07
H -0.3844 -2.5554 2.1991 0.42 -0.39 0.04
H 0.7717 -3.4425 3.2323 -0.27 -0.67 0.07
H 0.8528 -3.4206 0.5394 -0.71 -0.44 -0.64
H 2.6302 -4.6150 0.4829 0.00 -0.03 0.38
H 1.8778 -5.0628 2.0186 0.56 0.39 0.08
H 4.4360 -4.5750 2.2280 -0.67 0.36 0.34
H 3.4876 -3.3308 3.1677 0.40 -0.38 -0.81
H 4.7301 -3.1319 0.4147 -0.12 -0.16 0.72
H 5.0434 -2.1364 1.6700 -0.32 -0.82 0.20
N 1.3877 1.4914 0.6282 1.32 0.36 -0.44
C 1.9456 2.1598 -0.6604 -0.85 -0.05 -1.15
C 3.4721 2.3962 -0.6158 -0.38 0.53 0.02
C 4.2236 1.0956 -0.6248 2.68 0.00 -1.40
N 4.0487 0.3477 0.6480 -1.77 0.80 -0.69
C 3.8727 0.2723 -1.9031 -0.81 1.13 1.16
C 2.3797 0.0029 -2.0595 -0.01 -1.42 -1.44
N 1.8638 -1.1558 -1.2134 0.67 0.80 -0.21
C 1.5374 1.2536 -1.8360 -0.86 -0.02 -0.88
H 1.7903 2.0541 1.3846 -0.53 -0.25 0.30
H 1.7424 0.4871 0.7191 -0.50 1.39 -0.09
H 0.3664 1.5454 0.6322 -0.17 -0.19 0.22
H 1.3561 3.0917 -0.8531 0.62 -0.56 0.88
H 3.8274 2.9821 0.2582 -0.54 0.03 -0.43
H 3.7810 2.9675 -1.5405 -0.54 -0.45 1.02
H 5.3306 1.4015 -0.7636 -1.56 -0.60 0.40
H 3.9321 1.0229 1.4050 0.29 -0.18 -0.12
H 4.8351 -0.1867 0.8961 1.49 -0.51 0.10
H 4.4713 -0.6059 -1.9407 0.42 -0.91 -0.21
H 4.1176 0.8862 -2.7686 0.40 0.01 0.01
H 2.2388 -0.3551 -3.1272 -0.01 0.66 1.13
H 1.9492 -2.0492 -1.7030 -0.18 0.08 -0.28
H 0.8810 -0.9939 -1.0867 -0.74 -0.35 -0.12
H 0.4371 0.9318 -1.7769 1.30 0.73 -0.04
H 1.6331 1.8798 -2.7655 -0.17 -0.56 0.83
C -1.4306 -5.4870 -2.8295 -0.70 0.55 -0.33
S -0.3520 -5.7760 -1.4293 0.58 0.44 -1.25
C -1.4651 -6.0728 -0.1024 -0.13 -0.71 0.30
O 0.2941 -4.4211 -1.1424 0.12 0.35 0.59
H -2.3051 -4.8163 -2.6232 0.80 -0.57 0.18
H -1.8106 -6.4770 -3.1468 0.31 0.54 -0.11
H -0.8046 -4.9814 -3.6042 -0.42 -0.77 0.51
H -2.3350 -6.6922 -0.3955 0.54 0.33 0.18
H -1.7388 -5.1206 0.3215 -0.40 0.33 0.05
H -0.8187 -6.6088 0.5983 -0.48 -0.10 0.21
C -3.3384 2.3462 2.3227 -1.33 -0.16 -0.28
C -3.3718 1.5348 1.0795 0.17 -0.69 -0.72
N -2.4995 0.5609 0.7828 -0.77 1.24 -0.38
C -2.9751 -0.0216 -0.3837 -0.70 0.04 0.35
C -4.1664 0.5477 -0.7732 1.43 0.02 0.12
N -4.3798 1.5857 0.1409 -0.95 -0.25 -0.66
C -5.5891 2.4323 0.0368 -0.39 -0.42 -0.24
N -5.2753 3.8302 -0.2085 2.25 1.83 -1.41
N -5.9035 4.8172 0.5620 1.33 1.77 -0.31
N -5.3503 5.9598 0.3064 -1.36 -1.73 0.56
C -4.3591 5.7925 -0.6562 -0.47 0.10 0.06
C -3.5355 6.7595 -1.1997 -1.02 -0.54 1.96
C -2.5481 6.2663 -2.0437 1.26 -0.29 -2.41
C -2.5873 4.9576 -2.5799 -0.41 -1.25 -0.42
C -3.4390 3.9773 -2.0589 -0.01 2.08 1.05
C -4.3156 4.4372 -1.0088 -0.99 -1.25 0.69
H -2.3128 2.4542 2.5791 0.75 0.34 0.50
H -3.8356 1.7172 3.0892 0.19 0.71 -0.10
H -3.8432 3.3369 2.2208 0.40 -0.81 0.23
H -2.4757 -0.8946 -0.7846 -0.18 0.17 -0.16
H -4.7817 0.3389 -1.6454 -0.03 0.20 0.46
H -6.2289 2.4484 0.9300 0.38 -0.21 -0.09
H -6.2359 2.1006 -0.8158 0.74 -0.13 0.72
H -3.6233 7.7763 -0.8286 0.19 0.05 -0.34
H -1.7584 6.9186 -2.4403 -0.48 -0.08 0.28
H -2.0292 4.6404 -3.4899 0.03 0.69 1.05
H -3.4453 2.9699 -2.3535 0.03 -1.10 -0.63


Entry 3:
52
Properties=species:S:1:pos:R:3:forces:R:3 method="wB97M-V/def2-TZVPD" smiles="N#Cc1ccc(O)c(-c2cc(C(=O)O)ccn2)c1.CNC(=O)[C@H](CC(N)=O)NC(C)=O" orbital_gap_ev=8.653 fmax_ev_per_a=2.01 spin_multiplicity=1 e_above_lowest_kcal_mol=21.8 energy_ev=-40817.6246 lumo_energy_ha=-0.02444
N 5.4197 2.3853 7.7903 -1.63 -0.23 -0.84
O 3.9371 -1.7589 -0.1950 0.62 0.55 0.74
O -5.3696 0.7592 -2.2876 -0.16 0.28 0.15
O 0.5405 -1.0892 -4.1139 -0.28 0.00 -0.82
O -2.3884 -1.7102 -5.2716 0.16 0.77 0.18
C 4.4003 2.2311 7.2481 1.76 0.24 0.94
N 0.8189 -0.9929 3.6397 -0.09 0.08 0.09
O 5.2568 -0.6157 1.2440 -0.87 -0.33 0.01
O -0.4256 1.5253 4.4902 0.48 -0.39 -0.01
C 4.0908 -1.1974 0.8772 -0.26 -0.82 -1.63
C -4.5150 0.1055 -2.8633 -1.85 -0.65 0.47
C 0.1127 -0.9810 -2.9820 -0.96 0.09 -1.74
C -2.3445 -0.4984 -5.0810 -0.42 -1.90 0.36
C 0.8075 -1.8920 2.6460 1.00 0.81 0.03
C 1.8544 -0.1422 3.7574 -0.03 -1.06 -1.13
C 2.0351 2.7961 6.8769 -0.53 -0.09 -0.27
C 0.8375 2.5925 6.1842 1.05 -0.03 0.43
C 1.8442 -1.9849 1.7162 0.20 -0.15 -0.31
C 2.9341 -0.2066 2.8640 0.17 0.00 -0.18
C 3.0760 1.0649 5.5552 -0.56 0.18 -0.15
C 3.1615 2.0310 6.5616 -0.46 -0.12 -0.31
C 0.7551 1.6360 5.1681 -0.44 0.49 0.35
C 2.9534 -1.1334 1.8154 -0.73 0.59 1.77
C 1.8819 0.8576 4.8386 0.02 0.28 0.55
N 0.9605 -0.9229 -1.9796 0.79 0.04 1.75
N -2.6040 0.3841 -6.0546 -0.10 1.02 -0.27
N -3.3066 0.6423 -3.0451 1.72 0.31 -0.94
C -4.8522 -1.2911 -3.3420 0.31 0.19 0.09
C -2.9133 0.0117 -7.4337 0.16 -0.32 0.35
C -1.3725 -0.8497 -2.6780 0.24 -0.10 -0.31
C -2.0956 0.0860 -3.6722 0.16 0.21 0.48
H 5.8632 -0.7828 0.5059 0.04 0.07 0.02
H -1.1294 1.9945 4.9627 0.35 -0.07 -0.13
H -0.0368 -2.5695 2.5641 0.00 0.16 0.21
H 2.0908 3.5515 7.6570 0.00 -0.16 -0.15
H -0.0269 3.1985 6.4342 0.02 -0.06 -0.07
H 1.7873 -2.7338 0.9320 0.12 0.12 0.04
H 3.7576 0.4908 2.9747 -0.06 -0.07 -0.03
H 3.9574 0.4667 5.3369 -0.22 0.04 -0.04
H 1.9323 -1.0537 -2.2111 0.05 -0.01 0.32
H 0.6430 -0.8249 -1.0357 0.26 -0.05 0.25
H -2.5866 1.3635 -5.8212 0.02 -0.07 -0.04
H -3.2287 1.5685 -2.6565 -0.04 0.03 0.01
H -4.9362 -1.2936 -4.4265 0.13 -0.18 -0.08
H -4.0849 -1.9936 -3.0299 0.10 -0.18 -0.25
H -5.8058 -1.5908 -2.9105 0.09 0.23 0.01
H -3.6866 -0.7597 -7.4442 0.10 0.07 -0.01
H -2.0180 -0.3888 -7.9134 -0.11 -0.01 -0.06
H -3.2654 0.8808 -7.9909 0.07 -0.03 0.21
H -1.4812 -0.4499 -1.6705 -0.25 0.10 0.00
H -1.8136 -1.8444 -2.6982 -0.04 -0.10 -0.09
H -1.4220 0.9288 -3.8323 -0.07 0.19 0.05


Entry 4:
50
Properties=species:S:1:pos:R:3:forces:R:3 method="wB97M-V/def2-TZVPD" smiles="COc1ccc(OC)c(NC(=O)c2cccnc2Sc2cc(C)ccc2C)c1" orbital_gap_ev=7.428 fmax_ev_per_a=18.98 spin_multiplicity=1 e_above_lowest_kcal_mol=383.8 energy_ev=-43113.3234 lumo_energy_ha=-0.00068
C 6.0507 4.1224 -0.3833 3.72 -2.87 -0.49
H 5.9211 4.0133 -1.5432 0.14 0.76 2.23
O 5.3280 2.9096 0.1959 1.86 3.95 -0.90
C 3.9967 3.0430 -0.0614 4.89 2.07 -1.22
C 3.3471 2.0109 0.3541 -6.18 -5.04 4.53
C 1.9530 2.0278 0.4533 -0.40 0.21 -0.95
C 1.1696 3.1044 -0.2221 12.55 -3.81 2.83
C 2.0316 3.8742 -0.8936 0.51 0.44 0.78
C 3.4235 4.0081 -0.7656 -2.95 -0.01 -0.34
H 3.7716 4.8512 -1.2529 1.35 1.26 -0.52
H 1.5265 4.6446 -1.2238 -1.94 4.31 -2.99
O 0.0632 2.6857 -0.2592 -13.97 0.54 -3.76
C -0.9027 3.6194 -1.2537 -0.37 0.94 8.61
H -0.8040 4.5904 -0.5662 0.33 -1.33 -2.56
H -0.5007 3.5402 -2.1864 0.62 0.00 -2.49
H -1.9397 3.3906 -0.8956 0.97 -0.78 -1.43
N 1.1103 0.9689 0.9582 4.45 -1.49 2.50
C 1.6160 -0.0771 1.7997 2.44 -2.39 0.88
O 2.8068 -0.5151 2.1942 -4.65 3.81 -2.51
C 0.5316 -1.0504 2.2857 1.16 1.46 -8.75
C 0.6722 -1.6640 3.3930 -8.34 -4.66 2.16
C -0.3684 -2.4105 4.0406 -1.45 -0.61 -8.10
C -1.3827 -2.8603 3.0784 2.51 4.34 0.26
N -1.4614 -2.2573 1.8748 3.53 -2.01 -1.91
C -0.2656 -1.7465 1.3028 -5.79 2.80 2.38
S -0.5973 -1.0946 -0.3513 1.27 1.03 -0.39
C -2.0342 -1.8947 -1.0802 14.43 -9.92 7.32
C -1.7826 -3.4727 -0.8802 -10.14 8.61 -4.50
C -2.9279 -3.9940 -1.3818 2.93 -7.46 1.13
C -4.1416 -3.4462 -1.8307 2.81 -3.05 1.65
C -4.0853 -2.1849 -1.7582 -4.27 6.36 -3.13
C -3.0179 -1.3458 -1.4533 -9.66 6.84 -2.01
C -3.2149 0.1473 -1.2655 5.46 -0.36 -3.11
H -2.4386 0.6938 -2.0248 -1.96 -0.98 1.77
H -3.0742 0.5869 -0.3309 0.87 -0.01 1.90
H -4.1309 0.4055 -1.4968 -4.73 1.29 -1.77
H -4.9806 -1.7277 -2.2471 0.47 0.44 0.95
H -5.0422 -3.9289 -2.0151 -1.01 -1.33 -0.63
C -2.7654 -5.6184 -1.4100 1.36 4.33 1.98
H -1.8249 -5.8526 -1.8530 0.04 -0.77 -0.66
H -2.8624 -5.9399 -0.4034 0.86 -0.30 1.32
H -3.6730 -5.8843 -1.6927 -3.54 -2.27 -2.93
H -0.8946 -3.7217 -0.6658 6.15 -2.65 1.69
H -2.2610 -3.3827 3.1195 -1.99 -1.64 1.78
H -0.2589 -2.9477 4.8588 0.74 -1.86 4.13
H 1.2691 -1.4560 4.0419 7.83 3.02 6.73
H 0.1189 0.9780 0.7742 0.11 0.07 0.05
H 3.7349 1.2818 1.0419 1.01 -0.46 -0.41
H 7.2514 3.7952 -0.1704 -3.38 1.08 -0.60
H 5.9397 5.1809 0.0510 -0.63 -1.91 -0.48


Entry 5:
23
Properties=species:S:1:pos:R:3:forces:R:3 method="wB97M-V/def2-TZVPD" smiles=CCNCCO.O.O orbital_gap_ev=9.920 fmax_ev_per_a=2.62 spin_multiplicity=1 e_above_lowest_kcal_mol=38.3 energy_ev=-12022.5575 lumo_energy_ha=0.02714
C 2.7004 0.5588 -1.3359 0.94 1.62 0.82
C 2.1603 -0.6760 -0.6301 -0.51 1.04 0.61
N 0.9207 -0.3424 0.1861 1.54 -1.80 -0.10
C 0.2016 -1.6173 0.2304 -1.66 -0.38 1.11
C -1.2871 -1.5135 0.7102 0.03 -1.70 -0.87
O -2.1667 -1.3798 -0.4211 -0.20 0.50 -0.44
H 3.8030 0.6592 -1.4411 -0.55 -0.98 -0.39
H 2.2045 0.6648 -2.3003 0.19 0.28 0.03
H 2.5858 1.5102 -0.7436 -0.71 -0.91 -0.35
H 1.8484 -1.3676 -1.4177 0.31 -0.27 0.06
H 2.8980 -1.1787 0.0290 -0.48 0.34 -0.33
H 0.3616 0.3652 -0.2670 -0.07 0.04 -0.40
H 0.1481 -2.0403 -0.7774 -0.11 -0.30 -0.03
H 0.6495 -2.4195 0.8868 0.27 1.21 -0.55
H -1.4846 -0.6201 1.2881 0.21 -0.07 0.55
H -1.5743 -2.4812 1.2352 0.42 1.41 -0.17
H -2.6126 -2.1858 -0.7061 0.42 0.00 0.43
H -1.5476 0.1486 -1.9349 -0.36 -0.23 0.53
H -2.1154 1.4262 -1.2262 -0.04 -0.43 0.09
O -1.7120 1.0876 -2.0291 0.36 0.66 -0.56
H 0.4897 2.6642 2.9352 -1.50 0.05 -0.75
H -0.0067 3.5257 3.9133 -1.00 0.55 0.24
O -0.3789 3.1212 3.1147 2.49 -0.63 0.48


Entry 6:
46
Properties=species:S:1:pos:R:3:forces:R:3 method="wB97M-V/def2-TZVPD" smiles="O=C(O)C[C@@H]1C[C@@H]1c1ccc(OCCCNc2ccccn2)cc1" orbital_gap_ev=9.127 fmax_ev_per_a=4.69 spin_multiplicity=1 e_above_lowest_kcal_mol=116.7 energy_ev=-29179.4903 lumo_energy_ha=0.02750
O 0.5147 2.2264 -2.6199 0.82 -0.58 0.84
N 1.2563 1.0265 2.0748 -0.90 0.20 -0.97
O 1.2129 0.9813 -0.8023 -0.84 1.26 -1.16
O -0.2598 -3.5050 -1.3390 0.27 -0.05 0.40
C 0.3456 1.7967 -1.5104 -1.31 -0.15 0.02
C 1.2433 2.1587 2.7161 0.25 1.10 1.35
C 2.2957 0.2070 2.1823 -0.35 1.50 1.04
C 2.1989 2.4972 3.6467 1.50 1.10 0.79
C 3.3011 0.4746 3.1402 1.70 -1.12 -0.15
C 3.3028 1.6446 3.8898 -0.90 -0.18 0.26
C -2.2603 -2.1499 -0.7712 0.50 0.63 -1.04
C -0.7189 -1.5838 -2.5620 0.57 0.68 -1.51
C -3.0230 -0.9647 -1.0679 1.56 -2.14 0.08
C -1.4951 -0.5249 -2.9161 -0.83 2.80 -0.48
C -1.0563 -2.3957 -1.5489 -2.72 -1.23 2.93
C -2.5991 -0.1288 -2.0821 0.93 -1.65 -0.36
N 2.2637 -0.6915 1.1792 0.32 -1.60 -1.27
C 1.0375 -3.1342 -0.8511 1.52 -1.14 -1.18
C -0.9850 2.0090 -0.7625 -1.19 -2.74 0.87
C 2.0591 -2.1099 1.2815 4.17 -1.44 1.57
C 0.9207 -2.7431 0.5783 -0.76 3.06 0.02
C -3.6488 2.1359 -1.1095 1.14 -0.71 -0.87
C -3.1649 1.1893 -2.2337 -0.55 1.98 -1.55
C -2.2528 2.2960 -1.6244 1.05 1.34 -2.00
H 0.7908 0.8417 0.0748 0.16 0.47 0.00
H 0.4426 2.8707 2.5534 -0.20 -0.18 -0.23
H 2.1810 3.5086 4.0757 -0.14 -0.60 0.04
H 4.2162 -0.1679 3.2054 -1.13 0.35 -0.16
H 4.1127 1.8352 4.6690 -1.26 -0.09 -1.36
H -2.6406 -2.8170 0.0265 0.67 0.28 -0.66
H 0.1985 -1.8111 -3.0752 0.07 0.00 -0.45
H -3.9392 -0.7592 -0.5304 0.14 0.12 0.17
H -1.1793 0.1570 -3.7991 -0.62 -1.18 1.71
H 1.8139 -0.3410 0.3493 0.33 -0.13 0.29
H 1.7617 -4.0245 -0.9720 -1.41 1.01 0.23
H 1.5068 -2.3725 -1.5192 -0.48 -0.10 0.63
H -0.8879 2.6641 0.0889 0.18 1.03 -0.10
H -1.1165 1.0408 -0.1321 -0.21 1.07 -1.27
H 2.0053 -2.4687 2.3486 -0.01 0.93 -0.74
H 3.0561 -2.5257 0.9582 -0.88 -0.44 0.06
H 0.7273 -3.5508 1.2026 -1.13 -1.74 0.59
H 0.1544 -1.9264 0.7232 -0.10 -1.24 -0.37
H -4.4037 2.8421 -1.3798 -0.21 0.35 -0.12
H -3.6210 1.8753 -0.0812 -0.54 -0.78 0.72
H -3.6445 1.3052 -3.3235 1.20 0.48 2.58
H -2.0231 3.1124 -2.3513 -0.40 -0.54 0.80